1.
Below is 3 unconnected molecules or ions with the total composition C19H18BrClF2N2O7, with properties calculated with wB97M-V/def2-TZVPD.

CARTESIAN COORDINATES (ANGSTROEM)
C (2.83, 3.20, -0.28)
C (1.90, 2.34, -1.21)
C (2.36, 0.86, -1.31)
Cl (3.70, 0.41, -0.16)
C (1.23, -0.17, -1.12)
C (1.56, -1.57, -1.06)
N (0.71, -2.56, -0.89)
C (-0.57, -2.08, -0.78)
C (-1.63, -3.02, -0.60)
C (-2.94, -2.66, -0.46)
C (-3.27, -1.27, -0.49)
C (-2.30, -0.32, -0.67)
C (-2.75, 1.13, -0.73)
C (-1.92, 2.09, 0.12)
O (-1.19, 1.79, 1.02)
Br (-2.06, 4.01, -0.38)
C (-0.93, -0.72, -0.83)
N (0.00, 0.26, -1.03)
H (2.76, 2.87, 0.76)
H (3.85, 3.14, -0.67)
H (2.50, 4.24, -0.41)
H (0.88, 2.47, -0.82)
H (1.93, 2.80, -2.21)
H (2.77, 0.70, -2.32)
H (2.61, -1.85, -1.16)
H (-1.37, -4.09, -0.58)
H (-3.67, -3.46, -0.35)
H (-4.32, -0.96, -0.37)
H (-2.83, 1.48, -1.78)
H (-3.78, 1.18, -0.34)
O (5.89, -5.35, 1.55)
C (6.00, -4.51, 0.73)
O (7.19, -4.14, 0.17)
C (6.89, -3.19, -0.86)
C (5.56, -2.65, -0.41)
F (4.79, -2.30, -1.47)
O (4.97, -3.76, 0.24)
H (6.83, -3.70, -1.82)
H (7.66, -2.42, -0.91)
H (5.62, -1.81, 0.29)
O (-5.32, 2.81, -0.25)
C (-5.53, 2.64, 0.91)
O (-5.22, 3.52, 1.89)
C (-5.75, 3.00, 3.11)
C (-5.85, 1.53, 2.81)
F (-6.89, 0.95, 3.46)
O (-6.11, 1.51, 1.42)
H (-6.73, 3.45, 3.30)
H (-5.10, 3.21, 3.95)
H (-4.94, 0.96, 3.02)

Max |F|: 2.000 eV Å⁻¹
Energy: -4604.9817 a.u.
HOMO: -0.339 hartree
SMILES string: CC[C@@H](Cl)c1cnc2cccc(CC(=O)Br)c2n1.O=C1OC[C@@H](F)O1.O=C1OC[C@@H](F)O1



2.
Below is a single C4H13N3 molecule, with properties calculated with wB97M-V/def2-TZVPD.

CARTESIAN COORDINATES (ANGSTROEM)
C (-2.54, -1.23, -1.15)
N (-1.41, -0.58, -0.45)
C (-0.75, 0.43, -1.24)
C (0.50, 1.05, -0.58)
N (1.25, 0.09, 0.20)
C (1.96, 0.51, 1.37)
N (1.90, -0.38, 2.51)
H (-2.76, -0.63, -2.04)
H (-3.41, -1.39, -0.53)
H (-2.18, -2.17, -1.50)
H (-1.65, -0.19, 0.44)
H (-0.46, 0.00, -2.20)
H (-1.43, 1.27, -1.49)
H (0.27, 1.88, 0.10)
H (1.06, 1.47, -1.42)
H (1.70, -0.61, -0.38)
H (1.48, 1.43, 1.71)
H (3.02, 0.79, 1.28)
H (2.49, -1.19, 2.50)
H (0.97, -0.54, 2.87)

Max |F|: 1.333 eV Å⁻¹
Energy above the lowest of the compared OMol25 structures with the same formula, charge and spin: 1.3368 eV
Energy: -324.4258 a.u.
HOMO: -0.301 hartree
SMILES string: CNCCNCN



3.
Below is a molecular structure, C23H47CaNO2S2Si2, with properties calculated with wB97M-V/def2-TZVPD.

CARTESIAN COORDINATES (ANGSTROEM)
O (-2.20, -1.91, -3.97)
O (-0.46, -2.39, -5.33)
C (-2.28, -2.91, -2.89)
C (-3.65, -2.62, -2.26)
H (-1.40, -2.79, -2.20)
H (-2.31, -3.92, -3.33)
H (-3.47, -1.94, -1.43)
H (-4.12, -3.51, -1.85)
H (-4.38, -2.17, -2.96)
C (-2.09, -0.48, -3.46)
C (-2.80, 0.14, -4.63)
H (-1.04, -0.21, -3.21)
H (-2.65, -0.46, -2.52)
H (-2.27, -0.07, -5.57)
H (-2.98, 1.21, -4.61)
H (-3.79, -0.32, -4.74)
C (0.78, -1.58, -5.44)
C (-0.46, -3.70, -5.90)
C (0.42, -0.15, -5.64)
H (1.36, -1.95, -6.31)
H (1.31, -1.79, -4.48)
H (-0.47, -0.01, -6.28)
H (1.27, 0.27, -6.14)
H (0.21, 0.35, -4.68)
C (-1.57, -3.70, -6.95)
H (-0.61, -4.32, -5.02)
H (0.56, -3.88, -6.29)
H (-2.54, -3.40, -6.51)
H (-1.69, -4.66, -7.46)
H (-1.35, -2.90, -7.67)
H (-1.49, -2.14, -4.90)
Ca (1.63, -1.36, 0.80)
C (1.82, -1.81, -1.28)
Si (2.41, -3.52, -1.55)
H (2.43, -1.12, -1.91)
H (0.77, -1.84, -1.62)
C (1.00, -4.77, -1.53)
C (3.79, -3.76, -0.28)
C (2.87, -3.69, -3.36)
C (0.65, -3.46, 1.84)
Si (1.17, -2.82, 3.51)
H (0.86, -4.53, 1.71)
H (-0.45, -3.39, 1.65)
C (2.67, -3.82, 4.08)
C (-0.22, -2.85, 4.79)
C (1.80, -1.00, 3.48)
H (3.67, -4.44, -3.36)
H (3.25, -2.79, -3.84)
H (1.99, -4.05, -3.93)
H (0.52, -4.88, -0.54)
H (1.51, -5.69, -1.82)
H (0.23, -4.52, -2.30)
H (3.42, -4.00, 0.74)
H (4.44, -2.85, -0.22)
H (4.38, -4.61, -0.66)
H (-0.82, -3.76, 4.67)
H (-0.89, -1.99, 4.66)
H (0.13, -2.82, 5.83)
H (0.99, -0.27, 3.29)
H (2.65, -0.75, 2.83)
H (2.19, -0.80, 4.50)
H (2.82, -3.77, 5.17)
H (3.60, -3.45, 3.61)
H (2.56, -4.88, 3.81)
S (-0.96, -0.22, 0.64)
C (0.06, 1.13, 0.74)
N (1.40, 1.06, 0.70)
C (2.06, 2.25, 0.93)
C (3.44, 2.32, 1.11)
C (3.99, 3.46, 1.71)
C (3.16, 4.52, 2.12)
C (1.77, 4.47, 1.92)
C (1.22, 3.35, 1.30)
S (-0.44, 2.83, 1.02)
H (4.02, 1.43, 0.83)
H (5.07, 3.54, 1.87)
H (3.63, 5.38, 2.62)
H (1.11, 5.27, 2.24)

Max |F|: 3.210 eV Å⁻¹
Energy above the lowest of the compared OMol25 structures with the same formula, charge and spin: 3.6530 eV
Energy: -3162.6630 a.u.
HOMO: -0.215 hartree



4.
Below is a single C6H12ClNO molecule, with properties calculated with wB97M-V/def2-TZVPD.

CARTESIAN COORDINATES (ANGSTROEM)
C (-1.18, 0.89, -1.97)
C (-1.27, -0.69, -1.69)
C (0.04, -0.33, 0.20)
C (-0.86, -0.45, 1.43)
C (2.28, -0.29, 1.72)
C (1.53, -0.04, 0.41)
N (-0.62, 1.71, -1.02)
O (-0.21, -1.04, -0.88)
Cl (-1.75, 2.34, 0.10)
H (-0.49, 1.02, -2.90)
H (-2.13, 1.23, -2.27)
H (-2.29, -0.94, -1.40)
H (-1.07, -1.23, -2.55)
H (-0.15, -0.84, 2.19)
H (-1.66, -1.18, 1.25)
H (-1.38, 0.47, 1.60)
H (2.47, -1.40, 1.88)
H (1.92, 0.26, 2.54)
H (3.22, 0.22, 1.63)
H (1.95, -0.61, -0.46)
H (1.65, 0.89, 0.18)

Max |F|: 5.915 eV Å⁻¹
Energy above the lowest of the compared OMol25 structures with the same formula, charge and spin: 3.9044 eV
Energy: -825.8262 a.u.
HOMO (alpha / beta): -0.284 / -0.284 hartree



5.
Below is a gas-phase ion, C4H9N2OS (charge +1), with properties calculated with wB97M-V/def2-TZVPD.

CARTESIAN COORDINATES (ANGSTROEM)
C (0.58, 1.49, -1.22)
C (-0.59, 0.77, -0.34)
C (0.39, -0.23, 0.18)
C (0.91, -0.20, 1.63)
N (1.45, 0.57, -0.80)
N (-1.66, 0.06, -1.24)
O (0.55, 2.41, -1.94)
S (3.10, 0.88, -0.67)
H (-1.04, 1.56, 0.21)
H (0.20, -1.24, -0.02)
H (1.07, 0.86, 1.99)
H (1.83, -0.89, 1.73)
H (0.04, -0.73, 2.27)
H (-1.85, 0.63, -2.15)
H (-2.65, 0.12, -0.85)
H (-1.42, -0.94, -1.41)
H (3.29, -0.12, -1.50)

Max |F|: 5.474 eV Å⁻¹
Energy above the lowest of the compared OMol25 structures with the same formula, charge and spin: 2.6206 eV
Energy: -740.2540 a.u.
Multiplicity: 3
HOMO (alpha / beta): -0.321 / -0.513 hartree
Total charge: +1
⟨S²⟩: 2.0065



6.
Below is a molecular structure, C2H3FOSr, with properties calculated with wB97M-V/def2-TZVPD.

CARTESIAN COORDINATES (ANGSTROEM)
H (-0.81, 0.06, -1.09)
O (-0.26, 0.87, -0.44)
C (0.64, -0.16, 0.17)
C (0.10, -1.38, -0.50)
Sr (-1.22, 2.77, 0.33)
H (0.52, -0.14, 1.27)
H (1.66, 0.06, -0.20)
F (-0.63, -2.10, 0.46)

Max |F|: 2.271 eV Å⁻¹
Energy above the lowest of the compared OMol25 structures with the same formula, charge and spin: 4.0153 eV
Energy: -283.3827 a.u.
Multiplicity: 2
HOMO (alpha / beta): -0.351 / -0.450 hartree
Total charge: +1
⟨S²⟩: 0.7900